ORCA calculation (ωB97M-V/def2-TZVPD) on C4H8N2O in the gas phase.

Values from the calculation:
ΔE to the lowest compared entry with this formula, charge and spin = 127.3 kJ/mol
DFT total energy = -341.9551 a.u.
SMILES = [H]/N=C(\NC)C(C)=O
HOMO-LUMO gap = 0.3722 Eh

The geometry in XYZ format:
```
15
Properties=species:S:1:pos:R:3:forces:R:3:mulliken_charge:R:1
H -2.67196 0.49885 0.63098 0.052 -0.116 -0.064 0.319
H -0.87348 -0.40810 -1.36026 -0.057 0.111 0.072 0.269
C 1.20515 0.57075 -0.60523 0.057 0.089 -0.344 0.483
C -2.35881 -0.42607 0.13073 -0.152 -0.007 0.079 -0.950
O 1.05929 1.23767 -1.60774 0.043 -0.301 0.352 -0.539
N -1.00504 -0.32234 -0.36533 0.128 0.126 -0.035 -0.165
H -0.80626 0.61509 2.00767 0.099 -0.051 -0.057 0.241
H 3.31609 0.32393 -0.82052 -0.106 -0.044 0.105 0.306
C 0.00280 0.32429 0.29651 -0.074 0.030 0.057 0.609
N 0.06808 0.75205 1.49808 -0.167 -0.203 -0.256 -0.701
H 2.39014 -1.16329 -0.50480 0.019 0.121 0.083 0.286
H -3.02388 -0.59037 -0.72016 0.064 0.009 0.162 0.334
H -2.48461 -1.26396 0.82716 0.067 0.149 -0.060 0.267
H 2.68660 -0.04597 0.83310 -0.053 0.034 -0.107 0.360
C 2.49590 -0.10254 -0.24019 0.079 0.053 0.012 -1.120
```
Forces are in eV/Å.